# 1
{
  "formula": "C11H40N14O13S",
  "method": "wB97M-V/def2-TZVPD",
  "total_charge": -2,
  "lumo_energy_ev": 3.390,
  "de_lowest_ev": 3.221,
  "e_homo_ev": -1.273,
  "fmax_ev_per_a": 6.7,
  "multiplicity": 1,
  "homo_lumo_gap_ha": 0.171,
  "species": ["S", "O", "O", "O", "O", "C", "O", "N", "N", "H", "H", "H", "H", "C", "O", "N", "N", "H", "H", "H", "H", "C", "O", "N", "N", "H", "H", "H", "H", "C", "O", "N", "N", "H", "H", "H", "H", "C", "O", "N", "N", "H", "H", "H", "H", "C", "O", "N", "N", "H", "H", "H", "H", "C", "O", "N", "N", "H", "H", "H", "H", "C", "C", "O", "H", "H", "H", "H", "H", "H", "C", "C", "O", "H", "H", "H", "H", "H", "H"],
  "coordinates": [[0.5513, 0.1701, 0.7503], [-0.8219, 0.7058, 0.7919], [0.6042, -0.7288, -0.3837], [1.4822, 1.2850, 0.5352], [0.8702, -0.5996, 1.9298], [0.8650, -6.8757, 1.9026], [0.9126, -8.0617, 2.2132], [0.6877, -5.9002, 2.7748], [1.0049, -6.4302, 0.6808], [0.8240, -6.1735, 3.7375], [0.7375, -4.9001, 2.6426], [1.0214, -5.4432, 0.4674], [1.1766, -7.1283, -0.0286], [4.3525, 2.5154, -4.6918], [4.7969, 2.8101, -5.7703], [4.9903, 2.5727, -3.5509], [3.1668, 1.9178, -4.4947], [4.4677, 2.3475, -2.7166], [5.9152, 2.9738, -3.4881], [2.5533, 1.7082, -5.2691], [2.8297, 1.8809, -3.5433], [-6.0112, 0.4424, -2.3500], [-7.0845, 0.2328, -2.8856], [-4.8764, -0.0141, -2.7495], [-5.9380, 1.1664, -1.3185], [-4.9087, -0.6800, -3.5082], [-4.1056, 0.0264, -2.0982], [-6.8455, 1.3248, -0.9046], [-5.0540, 1.0588, -0.8419], [5.7766, -3.2594, -0.9977], [6.9328, -3.5936, -1.2524], [4.9205, -2.9055, -1.8584], [5.3197, -3.0902, 0.2115], [5.1369, -2.9089, -2.8450], [4.0059, -2.6084, -1.5497], [4.3825, -2.7242, 0.2990], [5.9715, -3.2492, 0.9665], [-0.7654, 6.0002, -2.2695], [-1.1141, 6.9013, -3.0006], [-1.5115, 4.9566, -2.0581], [0.3269, 5.9200, -1.5076], [-1.1426, 4.3297, -1.3574], [-2.3457, 4.7714, -2.5966], [0.8883, 6.7382, -1.3192], [0.5569, 5.0709, -1.0113], [-0.7091, -4.2383, -6.2145], [-0.6756, -4.5137, -7.4076], [0.1418, -3.4088, -5.6028], [-1.3633, -4.8069, -5.2668], [0.0459, -3.1310, -4.6365], [0.8217, -2.9897, -6.2210], [-1.1320, -4.5899, -4.3079], [-2.0167, -5.5190, -5.5600], [5.4112, 2.6615, 4.4567], [6.3418, 3.0462, 5.1109], [4.9366, 3.3853, 3.4688], [4.8420, 1.5108, 4.6001], [4.2985, 2.8759, 2.8743], [5.6378, 3.9930, 3.0700], [4.1442, 1.1760, 3.9513], [5.1739, 0.9070, 5.3386], [-3.2571, 6.7088, 5.3692], [-2.6251, 6.0345, 4.1582], [-1.8011, 4.9986, 4.5590], [-2.4335, 7.2673, 5.8139], [-3.7514, 6.0376, 6.0716], [-3.9873, 7.4177, 4.9788], [-2.0275, 6.7903, 3.6486], [-3.3651, 5.5852, 3.4959], [-1.6007, 4.5552, 3.7315], [-5.6568, -4.6150, 3.0946], [-4.8600, -3.5593, 2.4225], [-4.6903, -2.4453, 3.2738], [-6.6554, -4.2528, 3.3391], [-5.1692, -5.0375, 3.9731], [-5.8671, -5.4209, 2.3915], [-5.4488, -3.1439, 1.6046], [-3.9555, -4.0225, 2.0283], [-4.2500, -1.8086, 2.7061]],
  "atomic_forces_ev_per_a": [[-1.210, 0.824, -0.950], [-1.274, 0.719, 0.651], [0.594, -1.999, -2.707], [1.341, 1.242, 0.173], [0.738, -0.823, 2.550], [0.294, -1.254, 0.769], [-0.039, -0.230, 0.038], [-0.350, 1.508, 3.448], [0.313, 0.280, -3.411], [-0.245, -0.007, -0.179], [0.038, -0.241, -0.586], [0.024, -0.325, -0.123], [-0.062, 0.440, 0.029], [-0.883, -1.090, -1.153], [0.738, 0.714, -1.585], [2.125, 0.833, 2.998], [-1.981, -0.536, -0.118], [0.678, 0.118, 0.094], [-0.419, -0.055, 0.000], [0.171, 0.291, 0.347], [-0.523, -0.349, -0.455], [-3.227, -1.413, -2.789], [-1.391, -0.590, -1.349], [3.675, -2.039, -1.938], [0.421, 3.265, 4.919], [0.391, 0.130, 0.310], [0.321, -0.376, -0.656], [0.606, 0.241, 0.560], [-0.629, 0.788, 1.023], [4.427, -0.596, 0.989], [0.452, -0.565, -0.141], [-4.161, 1.270, -5.056], [-0.643, -0.222, 3.502], [-0.077, -0.018, 0.384], [0.065, 0.107, -0.579], [0.378, -0.002, 0.946], [-0.616, 0.191, 0.014], [-0.478, 1.217, -0.376], [0.445, 1.449, -0.780], [-1.914, -3.214, 0.609], [2.667, 0.961, 1.069], [-0.967, -0.613, -0.361], [0.396, -0.005, 0.260], [-0.173, -0.292, -0.276], [0.061, 0.294, -0.054], [2.780, 0.585, -1.579], [-0.638, 0.170, 0.020], [2.346, 2.406, -0.896], [-4.068, -3.138, 2.021], [0.264, 0.227, -0.479], [-0.062, 0.313, 0.565], [-0.588, -0.573, -0.297], [-0.025, 0.071, 0.710], [1.404, 0.889, 0.107], [2.144, 0.694, 1.961], [-1.309, 1.564, -2.459], [-1.772, -3.884, 0.988], [0.048, 0.670, -0.584], [-0.488, 0.003, -0.162], [0.022, -0.153, 0.304], [-0.240, 0.153, -0.279], [0.327, 0.247, -0.821], [-0.912, 0.281, 0.330], [0.816, -0.796, 0.288], [-0.290, 0.004, 0.580], [0.236, -0.081, -0.087], [-0.089, 0.168, 0.207], [-0.187, 0.216, -0.438], [-0.387, 0.520, -0.268], [0.506, -0.607, 0.200], [-0.949, -0.646, 0.121], [-0.757, 0.358, -0.515], [0.651, -0.182, 0.229], [0.072, 0.207, 0.430], [-0.014, 0.114, 0.028], [0.312, -0.205, -0.085], [0.016, -0.545, -0.660], [0.457, 0.441, 0.100], [0.280, 0.484, 0.356]],
  "lowdin_charge": [0.0149, -0.5090, -0.5057, -0.5082, -0.4748, -0.7753, -0.0023, 0.1571, 0.1596, 0.1096, 0.1185, 0.1174, 0.1142, -0.7766, 0.0253, 0.1542, 0.1503, 0.1119, 0.1161, 0.1102, 0.1070, -0.8592, 0.0055, 0.1797, 0.1732, 0.1240, 0.1225, 0.1298, 0.1228, -0.8204, -0.0102, 0.1733, 0.1656, 0.1273, 0.1226, 0.1186, 0.1193, -0.7805, 0.0124, 0.1604, 0.1510, 0.1150, 0.1215, 0.1078, 0.1096, -0.7711, 0.0167, 0.1389, 0.1515, 0.1105, 0.1121, 0.1186, 0.1224, -0.8257, 0.0168, 0.1599, 0.1779, 0.1103, 0.1130, 0.1247, 0.1194, -0.0897, -0.3696, -0.0633, 0.0698, 0.0729, 0.0653, 0.1074, 0.1113, 0.0951, -0.1105, -0.3549, -0.0674, 0.0714, 0.0767, 0.0708, 0.1087, 0.1152, 0.0888]
}



# 2
{
  "formula": "C11H40O9",
  "method": "wB97M-V/def2-TZVPD",
  "smiles": "CCO.CCO.CO.CO.CO.CO.CO.CO.CO",
  "total_charge": 0,
  "lumo_energy_ev": 0.326,
  "de_lowest_ev": 4.700,
  "e_homo_ev": -9.304,
  "fmax_ev_per_a": 4.3,
  "multiplicity": 1,
  "homo_lumo_gap_ha": 0.354,
  "species": ["C", "C", "O", "H", "H", "H", "H", "H", "H", "C", "C", "O", "H", "H", "H", "H", "H", "H", "C", "O", "H", "H", "H", "H", "C", "O", "H", "H", "H", "H", "C", "O", "H", "H", "H", "H", "C", "O", "H", "H", "H", "H", "C", "O", "H", "H", "H", "H", "C", "O", "H", "H", "H", "H", "C", "O", "H", "H", "H", "H"],
  "coordinates": [[2.6584, -3.0140, 3.5776], [2.3284, -2.4730, 2.1386], [0.8854, -2.1700, 2.1456], [3.6604, -3.2170, 3.7016], [2.1774, -3.9780, 3.6686], [2.2794, -2.2720, 4.2376], [2.5464, -3.3230, 1.4186], [2.9534, -1.6020, 1.8966], [0.5514, -2.1620, 1.2346], [1.0274, 1.2520, 0.9716], [0.3594, 0.9540, -0.3594], [0.9064, 1.6070, -1.5184], [0.4254, 0.7350, 1.7456], [1.0904, 2.3480, 1.1366], [2.0774, 0.8830, 0.9386], [-0.7416, 1.1460, -0.3564], [0.4624, -0.1130, -0.5274], [0.3084, 1.6680, -2.2624], [0.7464, 0.6780, -4.3784], [-0.0516, -0.3270, -3.6474], [0.2704, 1.6190, -4.5654], [1.1494, 0.2210, -5.3064], [1.5814, 1.0610, -3.8484], [0.5084, -0.8910, -3.1814], [-2.7086, 0.3060, 1.6996], [-3.1686, -0.4460, 2.7986], [-1.6756, 0.2160, 1.7756], [-2.8346, 1.3590, 1.7346], [-2.9686, -0.0520, 0.6616], [-4.1256, -0.1990, 2.9676], [0.1974, 0.1200, 4.4626], [0.0314, -1.2730, 4.7506], [1.0594, 0.3260, 3.8966], [0.3444, 0.5890, 5.4356], [-0.7286, 0.3970, 3.9856], [0.0224, -1.6740, 3.8796], [2.6394, -1.9380, -1.5654], [1.6464, -2.5700, -2.3284], [2.1744, -1.6550, -0.5724], [2.8844, -1.0320, -2.1484], [3.6174, -2.4690, -1.3484], [1.9574, -2.6490, -3.1654], [-1.9026, 3.3570, -3.7564], [-1.5776, 2.1090, -3.0704], [-1.3676, 3.3370, -4.6794], [-1.5266, 4.1840, -3.1614], [-2.9726, 3.5550, -3.9544], [-1.4906, 1.5050, -3.8314], [-1.3716, -2.4900, -0.7964], [-0.2006, -2.9080, -0.0694], [-1.9546, -1.8930, -0.0574], [-1.8916, -3.3660, -1.1314], [-1.0496, -1.8130, -1.5784], [0.2674, -3.6380, -0.5524], [-1.7936, 3.8570, 0.4496], [-2.6786, 3.0840, -0.4104], [-2.4306, 4.3100, 1.1866], [-1.4586, 4.6650, -0.1644], [-0.9306, 3.4270, 0.9176], [-2.1936, 2.7310, -1.1214]],
  "atomic_forces_ev_per_a": [[-2.061, 0.454, -2.524], [-0.781, -1.557, 0.707], [1.998, 0.201, 0.350], [2.450, 0.014, 0.264], [-0.565, -0.022, 0.340], [-0.218, 0.232, 1.017], [-0.288, 1.100, 0.429], [-0.336, -0.047, -0.061], [-0.032, -0.302, 0.029], [0.418, 0.641, -0.684], [-1.275, -0.202, -1.201], [1.385, 0.455, 1.255], [0.668, 0.409, -0.295], [-0.196, -0.618, 0.171], [-0.704, 0.066, 0.264], [0.688, 0.013, 0.367], [-0.107, -0.489, 0.010], [-0.854, -0.214, 0.373], [0.398, -2.122, -0.408], [-1.096, 3.300, -2.270], [-1.236, -0.005, -0.446], [-0.512, 0.421, 0.317], [1.072, -0.333, 1.075], [1.703, -1.452, 1.352], [-0.178, -0.838, -1.126], [-2.492, 0.610, 0.173], [2.093, -0.381, -0.147], [-0.902, 1.068, 0.244], [-0.302, 0.134, 1.099], [1.733, -0.558, -0.269], [-1.134, -1.253, 1.768], [0.490, 0.347, 0.073], [1.101, 0.191, -1.084], [-0.333, 0.322, -0.102], [-0.157, 0.975, -0.246], [0.044, -0.603, -0.320], [0.739, 1.549, 1.142], [-1.709, -0.620, 3.617], [0.603, -0.258, -1.237], [0.302, 0.082, 0.809], [-1.289, -0.046, -0.467], [1.387, -0.630, -3.986], [-0.051, -0.069, 0.854], [-0.701, 0.726, -1.301], [0.284, 0.325, -0.855], [0.052, 0.007, 0.135], [0.359, -0.598, 0.277], [-0.208, -0.326, 1.105], [0.806, 0.815, 1.401], [0.374, -1.202, -0.873], [0.150, -0.658, -0.647], [-0.562, -0.139, -0.369], [-0.289, -0.065, -0.519], [-0.712, 1.222, 0.485], [-1.470, 0.511, -1.415], [-0.208, 0.529, 2.508], [-0.261, -0.041, 0.519], [0.623, 0.797, -0.278], [0.221, -1.067, 0.076], [1.079, -0.806, -1.472]],
  "lowdin_charge": [-0.0594, -0.2524, -0.1321, 0.0382, 0.0778, 0.0512, 0.1162, 0.0967, 0.0158, -0.0695, -0.3010, -0.0926, 0.0505, 0.0769, 0.0840, 0.1056, 0.0765, 0.0139, -0.1047, -0.0954, 0.0538, 0.0965, 0.0628, -0.0044, -0.1813, -0.1105, 0.0224, 0.0616, 0.0934, 0.1124, -0.1408, -0.1339, 0.0466, 0.0830, 0.0625, 0.0258, -0.1393, -0.0941, 0.0726, 0.0867, 0.1013, 0.0316, -0.0968, -0.1594, 0.0630, 0.0815, 0.0932, 0.0624, -0.0791, -0.1709, 0.0828, 0.0807, 0.0597, 0.1142, -0.1109, -0.1112, 0.0754, 0.0657, 0.0534, -0.0088]
}